No. 1
The following is a DFT calculation (ωB97M-V/def2-TZVPD) of C10H4Cl2NOS5Zn as an isolated structure.

Summary:
**Energy**: -141612.68961 eV
**Total charge**: -1
**Highest occupied orbital energy**: -4.96 eV
**LUMO level**: 2.55 eV
**2S+1**: 1
**HOMO-LUMO gap**: 0.27598 Eh
**F_max**: 0.65 eV Å⁻¹

```
24
Properties=species:S:1:pos:R:3:forces:R:3
Zn 0.584 0.792 -0.381 -0.151 0.472 -0.324
Cl -1.251 -1.151 0.302 -0.071 0.009 0.063
C -0.840 -1.298 1.991 -0.022 -0.001 -0.214
C -1.749 -1.979 2.781 0.106 0.032 0.116
C -1.478 -2.165 4.126 -0.007 0.019 -0.063
C -0.299 -1.660 4.648 -0.020 -0.013 0.030
C 0.585 -0.975 3.833 0.200 0.047 0.193
Cl 2.042 -0.379 4.588 -0.110 -0.037 -0.091
C 0.364 -0.752 2.466 -0.064 -0.047 -0.124
S 1.542 0.127 1.515 -0.006 -0.152 0.484
H -2.654 -2.360 2.331 -0.014 -0.012 -0.002
H -2.174 -2.697 4.759 -0.007 -0.004 0.004
H -0.051 -1.787 5.692 -0.006 -0.004 0.004
O -0.047 2.478 -6.541 0.093 0.039 -0.005
C -0.163 2.109 -5.401 -0.164 0.035 -0.034
S 0.602 3.064 -4.101 -0.017 0.022 -0.244
C 0.897 1.952 -2.724 0.143 -0.454 0.437
C -0.070 0.791 -2.438 0.205 -0.104 0.434
S -1.661 0.747 -3.092 -0.117 -0.030 0.018
S -1.162 0.654 -5.111 0.048 0.011 -0.006
S 1.249 2.931 -1.223 -0.002 -0.050 -0.111
N 1.872 0.834 -2.890 -0.160 0.201 0.073
C 1.016 -0.178 -2.515 0.112 0.039 -0.571
H 2.844 0.904 -2.616 0.032 -0.019 -0.068
```
Forces are in eV/Å.



No. 2
The following is a DFT calculation (ωB97M-V/def2-TZVPD) of C10H4F3N2O2S as an isolated structure in a non-equilibrium geometry.

Summary:
**Energy**: -36480.42909 eV
**Total charge**: -1
**Highest occupied orbital energy**: -3.93 eV
**LUMO level**: -0.42 eV
**2S+1**: 1
**HOMO-LUMO gap**: 0.12895 Eh
**F_max**: 10.46 eV Å⁻¹

```
22
Properties=species:S:1:pos:R:3:forces:R:3
C 2.116 0.295 -1.589 3.286 -0.193 -3.284
N 2.945 1.101 -1.479 0.007 -1.200 0.568
F -4.262 -1.324 -0.611 -0.560 2.719 0.428
C -3.874 0.034 -0.462 1.254 0.890 -0.734
F -4.649 1.033 -1.106 0.389 -2.563 0.417
F -3.904 0.435 0.814 -0.230 -1.199 -0.462
S -0.543 -0.375 -1.786 -2.655 2.683 1.810
N -0.444 2.670 0.299 0.365 -7.339 -0.453
C -0.418 1.687 1.334 -3.049 3.083 1.201
O -0.961 2.305 2.277 1.778 -3.242 0.672
C 0.130 -0.077 1.239 -0.067 0.280 -3.814
C 0.053 -0.645 -0.128 -1.192 -0.935 0.829
C 0.859 -1.759 -0.616 1.790 1.619 1.702
C 2.111 -1.504 -0.137 0.899 -2.830 -0.910
C 2.236 -1.526 1.225 -2.732 0.621 2.905
C 1.079 -0.969 1.941 0.919 0.515 0.029
C 0.131 1.760 -0.866 4.928 9.171 -0.962
O 1.039 2.452 -1.334 -5.298 -4.314 -0.207
H 0.761 -2.107 -1.659 -0.593 -0.619 0.625
H 1.527 -0.356 -2.290 0.827 1.290 1.291
H 3.019 -1.906 1.905 -0.156 0.470 -0.895
H 1.048 -1.223 3.027 0.091 1.092 -0.758
```
Forces are in eV/Å.



No. 3
The following is a DFT calculation (ωB97M-V/def2-TZVPD) of C10H5AsBiF6N4O10S3 as an isolated structure in a non-equilibrium geometry.

Summary:
**Energy**: -152376.90224 eV
**Total charge**: -1
**Highest occupied orbital energy**: -7.61 eV
**Relative energy (zero: lowest compared OMol25 entry of this formula, charge and spin)**: 0.00 kJ/mol
**LUMO level**: 2.02 eV
**2S+1**: 1
**HOMO-LUMO gap**: 0.35408 Eh
**F_max**: 2.20 eV Å⁻¹

```
40
Properties=species:S:1:pos:R:3:forces:R:3
Bi -0.661 -0.439 0.900 0.349 0.262 -0.425
F 4.765 -0.520 0.172 -0.112 0.038 0.062
C 3.892 0.308 -0.394 -0.278 0.029 -0.116
F 4.554 1.356 -0.881 -0.077 -0.105 0.023
F 3.280 -0.331 -1.400 0.209 0.079 0.122
S 2.623 0.857 0.844 0.540 0.058 -0.493
O 1.984 -0.377 1.250 -0.291 -0.095 0.041
O 3.319 1.600 1.844 0.061 0.102 0.161
N 1.752 1.716 -0.161 -0.023 0.163 0.327
S 0.674 2.758 0.332 -0.037 0.109 -0.032
O 0.067 3.382 -0.796 0.099 0.062 -0.152
O -0.203 2.200 1.345 0.011 -0.038 0.194
C 1.546 4.145 1.246 -0.157 0.043 -0.079
F 0.815 5.255 1.099 0.038 -0.131 0.021
F 1.639 3.879 2.542 0.133 0.005 -0.131
F 2.754 4.373 0.737 -0.055 -0.093 0.062
O -3.592 0.435 -0.947 0.405 -0.252 0.101
As -3.226 -1.315 -0.635 -1.716 0.970 -0.970
O -4.650 -2.032 -0.913 0.252 -0.463 0.158
O -2.653 -1.132 0.970 0.407 -0.148 -0.049
C -1.771 -1.299 -1.950 0.278 -0.269 0.435
C -1.765 -0.322 -2.939 -0.090 0.024 -0.027
C -0.694 -0.240 -3.816 0.104 -0.021 -0.065
C 0.377 -1.117 -3.714 -0.009 0.008 -0.004
C 0.384 -2.095 -2.732 0.006 -0.127 0.080
C -0.688 -2.180 -1.860 -0.195 0.070 0.040
S -0.686 -3.351 -0.523 -0.104 -0.399 -0.084
O 0.134 -4.474 -0.850 0.237 0.147 -0.059
O -2.089 -3.610 -0.286 0.027 0.270 0.088
O -0.065 -2.541 0.606 -0.020 -0.177 -0.037
H -4.479 0.595 -0.606 -0.036 -0.047 -0.020
H -2.591 0.370 -3.006 0.042 0.006 0.020
H -0.684 0.528 -4.579 -0.040 0.006 0.005
H 1.215 -1.039 -4.394 -0.008 0.028 -0.018
H 1.201 -2.797 -2.630 0.005 0.027 -0.008
N -2.387 -0.450 7.310 0.061 -0.009 -0.082
C -1.722 -0.479 6.364 -0.349 -0.011 -0.011
N -0.899 -0.502 5.355 0.667 0.012 0.081
C -0.825 -0.542 4.131 -0.415 0.053 -0.155
N -0.644 -0.573 2.963 0.082 -0.185 0.995
```
Forces are in eV/Å.



No. 4
The following is a DFT calculation (ωB97M-V/def2-TZVPD) of C10H5ClLuNO5 as an isolated structure in a non-equilibrium geometry.

Summary:
**Energy**: -68301.62125 eV
**Total charge**: +2
**Highest occupied orbital energy**: -15.76 eV
**LUMO level**: -9.95 eV
**2S+1**: 1
**HOMO-LUMO gap**: 0.21342 Eh
**F_max**: 6.64 eV Å⁻¹

```
23
Properties=species:S:1:pos:R:3:forces:R:3
O -4.617 1.894 0.665 -0.050 0.635 -0.216
C -3.709 2.412 0.250 -1.035 0.470 0.136
Lu -0.867 0.660 0.154 2.487 -0.043 -0.524
O -3.930 -0.544 1.325 4.196 1.732 -1.609
C -2.967 -0.057 0.922 -5.385 -3.099 2.336
C -0.195 2.615 -0.797 2.155 -0.232 -0.588
O 0.380 3.506 -1.303 -1.449 -0.838 0.751
C -0.729 2.224 1.890 1.189 3.111 3.814
O -0.453 2.935 2.743 -1.062 -2.213 -2.833
C -1.796 0.807 -1.971 -0.851 0.005 -3.564
O -2.055 0.833 -3.074 0.380 0.064 2.298
H -1.385 2.622 -0.455 -0.626 0.637 -0.024
Cl 2.409 -3.406 -2.446 0.228 -0.586 -0.786
C 2.121 -2.440 -1.115 -0.169 0.515 0.660
C 2.846 -2.593 0.070 -0.125 0.382 0.502
C 2.588 -1.766 1.174 0.317 -0.527 -0.441
C 1.604 -0.810 1.085 0.144 -0.501 -0.374
N 0.900 -0.717 -0.061 -1.047 0.774 -0.616
C 1.129 -1.470 -1.174 1.256 -0.202 2.470
H 3.611 -3.358 0.130 -0.035 0.055 -0.016
H 3.142 -1.877 2.088 0.211 -0.076 0.129
H 1.411 -0.141 1.954 -0.121 -0.351 -0.825
H 0.561 -1.328 -2.054 -0.609 0.286 -0.682
```
Forces are in eV/Å.



No. 5
The following is a DFT calculation (ωB97M-V/def2-TZVPD) of C10H6AlNO5 as an isolated structure in a non-equilibrium geometry.

Summary:
**Energy**: -28768.13317 eV
**Total charge**: +2
**Highest occupied orbital energy**: -17.16 eV
**Relative energy (zero: lowest compared OMol25 entry of this formula, charge and spin)**: 453.61 kJ/mol
**LUMO level**: -11.94 eV
**2S+1**: 1
**HOMO-LUMO gap**: 0.19185 Eh
**F_max**: 9.89 eV Å⁻¹

```
23
Properties=species:S:1:pos:R:3:forces:R:3
O 3.768 -0.681 3.906 -1.076 -0.040 -2.492
C 3.305 -0.700 2.861 1.048 0.039 2.464
Al -0.264 -1.171 -0.548 0.234 1.960 1.711
C 0.935 -0.552 -2.266 -2.991 2.144 0.173
O 0.778 0.460 -2.919 1.229 -3.006 1.477
C 1.360 -2.929 -1.738 1.061 -7.871 1.883
O 1.504 -4.078 -1.559 -1.051 5.700 -0.694
C -1.393 -3.290 -1.238 -3.755 -1.339 -0.179
O -2.334 -3.920 -1.381 3.171 1.749 0.394
C 1.841 -1.724 -2.411 6.859 2.153 -6.787
O 2.854 -1.867 -3.132 -4.433 0.075 3.752
H 0.189 -1.256 0.925 0.789 -2.246 0.132
C -1.521 3.026 1.246 0.133 -0.174 0.058
C -1.020 2.082 2.160 -0.031 -0.107 -0.128
C -0.580 0.849 1.686 -0.838 0.503 -0.504
N -0.727 0.552 0.357 0.640 -0.060 -1.565
C -1.082 1.490 -0.557 -1.145 0.508 1.501
C -1.559 2.710 -0.115 0.173 0.170 -0.409
H -1.845 4.015 1.590 -0.013 -0.512 -0.119
H -1.022 2.273 3.241 0.242 0.024 -0.603
H -0.138 0.117 2.370 -0.361 0.012 -0.522
H -1.083 1.218 -1.611 -0.050 0.063 0.209
H -1.966 3.376 -0.867 0.164 0.254 0.248
```
Forces are in eV/Å.



> Which formula does entry 2 have?

C10H4F3N2O2S



> Among the records above, which one has the highest energy?

C10H6AlNO5



> Look up the HOMO-LUMO gap of the second one.

0.12895 Eh



> Look up the LUMO level of the first one.

2.55 eV